The following is a quantum chemistry calculation of C20H24N3PS2W as an isolated structure in a non-equilibrium geometry, from the Open Molecules 2025 dataset.

Structure (XYZ):
```
51
Properties=species:S:1:pos:R:3:forces:R:3:lowdin_charge:R:1
W -0.867531 -0.415919 0.144442 -0.035 0.708 0.338 1.318
C -0.575950 -2.778798 0.353507 -0.278 -0.165 0.062 -0.131
C -1.716868 -2.526713 -0.444485 -0.165 -0.392 0.406 -0.163
C -2.686134 -1.840263 0.349548 -0.080 -0.615 0.214 -0.170
C -2.134625 -1.657591 1.638095 -0.191 -0.646 0.099 -0.152
C -0.831856 -2.235091 1.637310 -0.385 -0.322 -0.018 -0.152
H 0.259145 -3.408468 0.086531 0.151 0.237 -0.100 0.134
H -1.903102 -2.941197 -1.422800 0.162 0.317 -0.171 0.136
H -3.718822 -1.686059 0.074391 0.085 0.347 -0.116 0.137
H -2.661333 -1.299327 2.509088 0.102 0.320 -0.060 0.142
H -0.215090 -2.369282 2.512033 0.148 0.306 -0.084 0.125
S -1.648615 1.864808 0.894783 -0.120 -0.233 -0.307 0.675
C -0.512465 1.470845 2.123908 0.165 -0.042 0.063 -1.092
N 0.140631 0.347157 1.885229 -0.127 0.155 0.071 -0.234
C 1.110733 0.086306 2.847050 0.223 -0.113 0.236 -0.329
C 2.018528 -0.969916 2.858604 -0.094 0.075 -0.103 -0.036
C 2.928559 -1.041328 3.896121 -0.006 -0.066 -0.061 -0.042
C 2.942938 -0.079336 4.908702 -0.005 0.032 0.045 -0.041
C 2.057575 0.982611 4.897111 0.002 0.030 0.050 -0.048
C 1.144600 1.058254 3.853460 -0.132 -0.023 -0.204 -0.426
S -0.054181 2.301300 3.549838 0.031 -0.157 -0.141 1.147
H 2.013040 -1.696183 2.053683 0.072 -0.031 0.060 0.112
H 3.642992 -1.853034 3.921264 0.001 0.014 0.015 0.121
H 3.663151 -0.163716 5.710629 -0.005 0.018 -0.002 0.124
H 2.074403 1.735964 5.673211 0.031 -0.025 0.012 0.127
C 2.171258 1.754561 0.217297 -0.182 -0.144 0.070 -0.222
P 1.137234 0.748667 -0.898244 0.896 0.501 -0.351 0.767
C 2.371534 -0.368487 -1.679222 -0.130 -0.011 0.000 -0.220
C 0.759096 2.013962 -2.160708 -0.189 -0.118 0.116 -0.218
H 2.946147 2.232941 -0.381227 0.004 0.000 -0.024 0.074
H 2.642234 1.139215 0.981171 0.019 -0.004 0.010 0.049
H 1.568069 2.528170 0.693438 0.019 0.007 -0.003 0.053
H 2.543492 -0.068837 -2.712721 0.006 -0.007 -0.001 0.062
H 2.055405 -1.410109 -1.665445 0.006 0.005 0.003 0.031
H 3.313274 -0.292592 -1.136925 0.003 0.003 0.006 0.058
H 1.699893 2.363434 -2.585387 0.019 0.002 0.001 0.070
H 0.263691 2.848668 -1.663419 -0.007 0.000 -0.005 0.056
H 0.119721 1.649996 -2.961044 0.051 -0.018 0.000 0.028
N -3.521170 1.108513 -1.461468 0.051 0.148 0.012 0.153
C -2.609814 0.653343 -2.337791 -0.058 -0.297 0.013 -0.348
C -2.769015 0.952277 -3.710364 0.052 0.012 -0.157 0.019
C -1.951225 0.376858 -4.638414 -0.085 0.039 0.137 -0.011
C -0.956563 -0.519603 -4.209187 0.074 -0.080 0.027 -0.038
C -0.815275 -0.731066 -2.874289 -0.016 -0.024 -0.223 -0.193
N -1.587056 -0.130148 -1.916231 -0.123 0.261 -0.111 -0.101
H -4.276240 1.688458 -1.786460 0.001 -0.014 -0.004 0.131
H -3.541833 0.823383 -0.499953 0.045 -0.019 0.080 0.036
H -3.574021 1.609920 -4.009652 0.002 0.009 0.033 0.132
H -2.083648 0.585367 -5.691397 -0.016 0.023 0.004 0.133
H -0.316000 -1.029086 -4.914055 0.004 -0.019 0.034 0.127
H -0.058911 -1.412828 -2.509556 0.003 0.017 0.032 0.093
```
Positions in Å, forces in eV/Å.

Results
Orbital gap (alpha / beta) (Eh): 0.295 / 0.253
Multiplicity: 3
Expectation value of S²: 2.017
F_max (eV Å⁻¹): 1.1
Charge: +2
HOMO (alpha / beta) (eV): -14.262 / -14.427


The following is a quantum chemistry calculation of one molecule with the formula C20H24N4O4S, from the Open Molecules 2025 dataset.

Structure (XYZ):
```
53
Properties=species:S:1:pos:R:3:forces:R:3:lowdin_charge:R:1
C -2.541358 -0.303274 -2.291240 -0.255 -0.053 0.168 -0.051
C -3.324214 -0.423833 -0.985882 0.383 0.077 -0.119 -0.324
C -3.309764 0.892981 -0.205518 -0.404 -0.217 0.014 -0.176
C -4.090964 0.772343 1.099253 0.299 0.118 0.102 -0.193
C -3.523157 -0.348961 1.962917 -0.328 -0.085 -0.122 -0.197
C -3.551848 -1.671487 1.202197 0.233 0.036 0.003 -0.136
C -2.788535 -1.579131 -0.125152 -0.493 -0.318 0.005 -0.281
N -1.367257 -1.439961 0.109544 -0.200 0.395 0.133 0.118
C -0.485249 -2.432784 -0.122155 0.138 0.136 0.097 -0.440
O -0.800427 -3.535570 -0.521479 0.044 -0.251 -0.136 0.080
C 0.945074 -2.054457 0.131794 0.258 -0.071 0.047 -0.104
C 1.312515 -1.169228 1.140619 -0.015 -0.085 -0.161 -0.005
C 2.640838 -0.811542 1.289048 0.044 0.038 0.175 -0.064
C 3.583971 -1.345070 0.433402 0.628 0.243 0.232 -0.286
S 5.228519 -0.643805 0.463339 -0.149 0.194 -0.168 0.677
O 5.376110 0.137499 1.655767 -0.265 0.048 -0.017 -0.290
O 6.227664 -1.592990 0.098712 -0.193 -0.106 -0.356 -0.270
N 5.157768 0.523828 -0.796958 0.130 -0.469 0.524 -0.076
N 4.128091 1.429880 -0.541279 0.336 0.137 0.342 0.027
C 2.875620 1.192854 -1.013358 -0.035 -0.195 -0.425 -0.449
O 2.671690 0.346516 -1.865501 -0.030 0.255 -0.002 0.085
C 1.792301 2.064040 -0.480251 -0.500 0.183 0.154 -0.128
C 1.801497 2.609915 0.800707 -0.062 -0.041 -0.314 -0.009
C 0.688098 3.329257 1.211765 0.274 -0.038 0.197 -0.134
N -0.373963 3.529813 0.452302 -0.404 0.288 0.215 0.070
C -0.379604 3.017730 -0.766569 0.133 -0.158 -0.294 -0.146
C 0.668369 2.268821 -1.277426 0.229 -0.024 0.122 0.009
C 3.247901 -2.265608 -0.539187 -0.060 -0.168 -0.025 -0.040
C 1.921432 -2.629416 -0.678312 -0.001 0.026 0.048 0.016
H -2.559438 -1.246154 -2.832371 0.055 -0.094 -0.125 0.085
H -2.977097 0.466525 -2.923952 -0.017 0.088 -0.106 0.079
H -1.502582 -0.042364 -2.098843 0.123 0.035 -0.010 0.066
H -4.365511 -0.664097 -1.226129 -0.004 -0.024 0.059 0.148
H -3.748312 1.679284 -0.823183 0.107 0.075 -0.063 0.118
H -2.281056 1.191591 0.012694 0.089 0.071 -0.016 0.091
H -4.049672 1.719192 1.640771 -0.097 0.023 0.005 0.111
H -5.138457 0.558481 0.875502 -0.088 0.030 0.000 0.116
H -4.107048 -0.443916 2.880258 0.098 0.011 0.066 0.110
H -2.497552 -0.106279 2.250766 0.083 0.028 0.091 0.105
H -4.587084 -1.942334 0.987661 -0.079 -0.045 0.002 0.120
H -3.114551 -2.467187 1.807865 -0.049 -0.076 -0.034 0.119
H -2.901273 -2.524955 -0.667256 0.007 0.186 0.051 0.149
H -1.035683 -0.531265 0.386940 0.183 -0.071 -0.062 0.120
H 0.574985 -0.761886 1.816954 -0.079 0.031 0.055 0.119
H 2.964057 -0.126800 2.057590 -0.045 0.072 0.101 0.112
H 4.999037 0.086615 -1.700787 -0.020 -0.035 -0.036 0.118
H 4.322478 2.015591 0.257633 -0.119 0.078 -0.217 0.136
H 2.629909 2.465574 1.476913 0.076 -0.016 0.118 0.109
H 0.642128 3.763896 2.201458 0.094 -0.008 0.104 0.109
H -1.267118 3.212923 -1.353108 -0.037 -0.046 -0.129 0.109
H 0.635098 1.842756 -2.267761 -0.033 -0.045 -0.089 0.119
H 4.020054 -2.671357 -1.173169 0.029 -0.096 -0.150 0.124
H 1.613556 -3.342171 -1.427558 -0.014 -0.070 -0.054 0.128
```
Positions in Å, forces in eV/Å.

Results
SMILES string: C[C@@H]1CCCC[C@@H]1NC(=O)c1ccc(S(=O)(=O)NNC(=O)c2ccncc2)cc1
Orbital gap (Eh): 0.348
Multiplicity: 1
F_max (eV Å⁻¹): 0.7
Charge: 0
HOMO (eV): -9.769


The following is a quantum chemistry calculation of one molecule with the formula C20H24N4O5S in a non-equilibrium geometry, from the Open Molecules 2025 dataset.

Structure (XYZ):
```
54
Properties=species:S:1:pos:R:3:forces:R:3:lowdin_charge:R:1
C 2.180579 4.131119 -0.531871 -0.010 0.142 0.122 -0.088
O 2.192626 3.147752 -1.537061 0.039 -0.273 -0.199 -0.087
C 1.529666 1.977955 -1.307899 -0.159 -0.182 -0.097 -0.290
C 0.828385 1.669978 -0.150536 0.073 0.268 -0.137 -0.010
C 0.207555 0.439176 -0.015326 0.175 0.011 -0.100 -0.017
C 0.249055 -0.501578 -1.035831 0.197 0.842 0.096 -0.258
N -0.423255 -1.730948 -0.923996 -0.992 -0.343 0.681 -0.174
C 0.220149 -2.926478 -1.426960 0.156 -0.401 -0.192 -0.084
C 1.652117 -3.057318 -0.898042 -0.332 -0.016 0.025 -0.479
O 2.575513 -3.403410 -1.602543 0.171 -0.089 -0.340 0.072
N 1.768225 -2.754518 0.409920 0.006 -0.072 0.340 0.098
C 3.061984 -2.548218 1.033037 0.082 0.189 -0.264 -0.075
C 3.313839 -1.090098 1.242726 -0.282 -0.178 0.896 -0.258
C 3.033513 -0.264741 2.292975 0.154 -0.497 -0.399 -0.024
C 3.452404 1.029498 1.900666 0.292 0.141 -0.477 -0.074
C 3.945423 0.893841 0.639893 -0.077 0.667 0.669 -0.131
O 3.862175 -0.380484 0.235343 0.065 -0.383 -0.411 0.067
S -1.507902 -1.974735 0.332040 -0.411 0.312 -0.316 0.710
O -2.170899 -3.212933 0.053565 -0.026 -0.084 -0.178 -0.268
O -0.838373 -1.881493 1.610920 -0.104 0.220 -0.025 -0.301
C -2.633828 -0.647369 0.129095 0.294 -0.220 0.178 -0.196
C -3.305996 -0.336795 -1.072991 -0.033 0.068 0.186 -0.311
C -3.163374 -1.029992 -2.374747 -0.094 0.121 -0.115 -0.016
N -4.104641 0.693134 -0.877862 -0.238 -0.122 -0.928 0.137
N -3.973851 1.049810 0.403276 0.708 -0.681 0.380 -0.152
C -4.733944 2.144726 0.930402 -0.223 0.329 0.206 -0.008
C -3.095641 0.267534 1.062447 0.102 -0.071 0.031 -0.239
C -2.769206 0.437698 2.497155 0.004 0.032 0.053 -0.001
C 0.958085 -0.189105 -2.197216 -0.151 -0.151 0.142 0.005
C 1.590007 1.026876 -2.326408 0.067 0.278 0.153 0.014
H 1.163884 4.480801 -0.323781 0.031 -0.025 0.015 0.096
H 2.636869 3.764887 0.393413 -0.038 0.008 -0.005 0.083
H 2.770867 4.958587 -0.922690 -0.050 -0.027 0.079 0.095
H 0.773723 2.365799 0.671271 0.040 0.077 0.066 0.109
H -0.280037 0.204889 0.914565 0.066 0.105 0.091 0.089
H 0.241718 -2.936516 -2.520077 0.044 -0.001 0.160 0.132
H -0.383864 -3.770954 -1.087234 0.186 -0.066 -0.196 0.123
H 0.955710 -2.458237 0.938767 0.137 0.005 -0.100 0.099
H 3.092938 -3.074725 1.990016 0.099 0.076 -0.106 0.132
H 3.808861 -2.959621 0.348696 -0.045 -0.033 0.209 0.131
H 2.591740 -0.545243 3.226915 -0.099 -0.151 0.202 0.110
H 3.398938 1.926739 2.483504 0.028 0.234 0.048 0.099
H 4.372236 1.597573 -0.047037 0.060 0.037 -0.178 0.126
H -3.992051 -0.763099 -3.024269 -0.033 -0.028 -0.065 0.083
H -3.142603 -2.105315 -2.212018 -0.028 -0.069 -0.113 0.078
H -2.229413 -0.736441 -2.852806 0.056 -0.022 -0.081 0.079
H -5.385117 1.808048 1.738978 0.003 0.028 -0.034 0.094
H -4.072705 2.926334 1.308471 -0.039 -0.008 -0.021 0.093
H -5.338853 2.541385 0.118494 0.048 -0.031 0.059 0.093
H -3.665084 0.333904 3.108962 -0.021 0.002 0.080 0.092
H -2.346371 1.425856 2.680256 0.038 0.054 0.064 0.091
H -2.049657 -0.321956 2.790412 -0.021 0.069 0.092 0.068
H 1.029630 -0.904911 -2.999079 0.016 -0.107 -0.125 0.118
H 2.148231 1.263330 -3.217904 0.068 0.015 -0.123 0.123
```
Positions in Å, forces in eV/Å.

Results
SMILES string: COc1ccc(N(CC(=O)NCc2ccco2)S(=O)(=O)c2c(C)nn(C)c2C)cc1
Orbital gap (Eh): 0.309
Multiplicity: 1
F_max (eV Å⁻¹): 1.3
Charge: 0
HOMO (eV): -8.007